(1)
ORCA calculation (ωB97M-V/def2-TZVPD) on the molecule C6H12N2O3.

Structure (ORCA input):
```
! RIJCOSX wB97M-V def2-TZVPD def2/J DEFGRID3
* xyz 0 1
O 3.443 -0.615 -0.529
O 1.915 -0.011 1.455
O -1.817 1.622 -0.136
N 1.526 -0.106 0.261
N 2.211 -0.266 -0.771
C -2.361 -1.168 0.742
C -0.100 -0.127 -0.144
C -0.644 1.280 0.000
C -0.077 -0.411 -1.693
C -0.728 -1.297 0.676
C 0.379 2.314 0.353
H -0.554 -2.180 0.158
H -1.093 -0.238 -2.073
H -2.660 -0.978 -0.284
H 0.123 2.425 1.338
H 0.206 -1.524 -1.881
H 0.668 0.180 -2.307
H -2.714 -2.129 1.184
H 0.171 3.231 -0.223
H 1.466 2.052 0.211
H -0.469 -1.219 1.723
H -2.575 -0.274 1.441
H 3.685 -0.563 0.501
*
```

Computed properties:
HOMO-LUMO gap: 10.362 eV
ΔE to the lowest compared entry with this formula, charge and spin: 618.19 kJ/mol
lowest unoccupied orbital energy: 0.80 eV
SMILES string: CC[C@@](C)(C(C)=O)/[N+]([O-])=N/O

***

(2)
ORCA calculation (ωB97M-V/def2-TZVPD) on a 5-piece molecular cluster, C8H24IO6 overall.

Structure (ORCA input):
```
! RIJCOSX wB97M-V def2-TZVPD def2/J DEFGRID3
* xyz -1 1
I 0.710 -1.255 0.162
O -1.119 1.990 0.414
O -2.433 -1.108 -1.718
O 1.256 1.880 -1.327
O 1.297 0.508 3.464
O -4.406 -0.773 1.336
O 1.197 -3.590 -2.635
C 0.824 2.494 4.653
C 2.349 -3.396 -3.431
C -0.637 3.084 -0.338
C -3.348 -0.445 0.411
C 3.623 -3.804 -2.688
C -3.350 -1.478 -0.699
C 0.123 2.672 -1.601
C 0.911 1.858 3.272
H -4.340 -1.471 -1.161
H 0.432 3.516 4.620
H 0.501 3.585 -2.072
H 0.207 1.938 5.357
H 0.039 3.693 0.279
H 4.511 -3.670 -3.310
H 3.709 -3.217 -1.774
H -3.509 0.546 -0.014
H 1.329 0.043 2.616
H -3.125 -2.475 -0.311
H 1.251 -2.984 -1.880
H -0.060 1.915 2.774
H 1.000 1.020 -0.944
H 1.838 2.586 5.053
H -1.507 3.670 -0.640
H -1.537 -1.204 -1.352
H -0.538 2.158 -2.309
H 1.675 2.401 2.707
H 3.560 -4.865 -2.436
H -2.394 -0.471 0.942
H -0.468 1.272 0.453
H -4.236 -0.274 2.139
H 2.233 -4.014 -4.320
H 2.432 -2.334 -3.692
*
```

Computed properties:
HOMO-LUMO gap: 8.460 eV
ΔE to the lowest compared entry with this formula, charge and spin: 0.00 kJ/mol
lowest unoccupied orbital energy: 3.10 eV

***

(3)
ORCA calculation (ωB97M-V/def2-TZVPD) on C37H41IrN2O4SSi as an isolated structure.

Structure (ORCA input):
```
! RIJCOSX wB97M-V def2-TZVPD def2/J DEFGRID3
* xyz 1 2
Ir -0.744 -0.317 -0.525
S -1.675 -1.589 1.362
Si -2.388 1.353 -4.992
O 1.345 -0.902 -0.087
O 3.362 0.818 -2.530
O 2.089 2.685 -2.277
O 0.191 1.409 0.539
N 0.233 -0.272 2.649
N 0.309 -2.578 2.740
C -0.468 3.880 -1.500
C 3.160 2.291 -4.415
C 1.010 2.293 -0.094
C -0.241 -1.451 2.293
C 0.522 -2.557 -2.021
C 5.075 -2.532 0.536
C -4.018 0.669 -5.689
C 1.511 1.704 -1.465
C 0.761 -1.808 -4.664
C 2.240 2.664 0.725
C 2.132 -0.870 -1.186
C 2.882 3.876 0.506
C -2.025 0.592 -3.331
C 4.245 -1.988 -2.052
C -0.872 0.900 -6.069
C -0.102 -2.834 -4.317
C -0.198 -3.228 -2.994
C -0.264 4.189 0.874
C 3.924 2.088 2.349
C 1.490 -1.136 -3.696
C 0.098 3.518 -0.290
C -1.128 5.265 0.817
C -1.655 5.663 -0.400
C 4.570 3.289 2.115
C 4.489 2.963 -2.387
C 5.896 -2.850 -0.534
C -1.324 4.969 -1.551
C 3.272 2.182 -2.894
C 1.365 -1.489 -2.362
C 2.613 0.624 -1.367
C 3.851 -1.931 0.313
C 2.772 1.773 1.650
C 3.434 -1.648 -0.979
C -1.658 0.143 -2.255
C -2.430 3.248 -4.740
C 4.044 4.181 1.193
C 5.470 -2.588 -1.827
H 3.141 3.337 -4.704
H -4.210 1.084 -6.674
H -4.858 0.921 -5.050
H -2.334 6.500 -0.448
H -0.677 -3.347 -5.071
H 4.015 1.804 -4.875
H -0.822 -4.062 -2.705
H 4.342 4.014 -2.615
H 5.398 -2.736 1.547
H 1.072 -0.228 3.209
H 2.474 4.571 -0.211
H -3.071 3.501 -3.901
H -0.121 -3.464 2.522
H 4.602 2.851 -1.312
H 2.160 -0.341 -3.980
H -0.231 3.338 -2.400
H 5.386 2.605 -2.882
H 6.861 -3.303 -0.366
H -1.433 3.625 -4.536
H 0.058 0.546 2.049
H 0.042 0.989 -5.490
H 0.131 3.863 1.825
H 0.521 -2.922 -1.000
H -1.399 5.777 1.727
H 0.616 1.272 -1.967
H 4.314 1.397 3.081
H -0.942 -0.122 -6.426
H 0.891 -1.536 -5.698
H 3.238 0.814 -0.480
H 2.288 0.820 1.784
H 4.539 5.123 1.014
H -2.810 3.755 -5.622
H 6.100 -2.837 -2.667
H -0.782 1.550 -6.934
H 3.924 -1.778 -3.058
H 3.205 -1.670 1.138
H 5.477 3.529 2.646
H 2.244 1.816 -4.756
H -1.741 5.267 -2.499
H 1.159 -2.569 3.281
H -3.983 -0.413 -5.779
*
```

Computed properties:
HOMO-LUMO gap (spin up / spin down): 4.778 / 5.417 eV
ΔE to the lowest compared entry with this formula, charge and spin: 348.15 kJ/mol
lowest unoccupied orbital energy (spin up / spin down): -6.29 / -5.72 eV

***

Please write out number 1 again, unchanged.
ORCA calculation (ωB97M-V/def2-TZVPD) on the molecule C6H12N2O3.

Structure (ORCA input):
```
! RIJCOSX wB97M-V def2-TZVPD def2/J DEFGRID3
* xyz 0 1
O 3.443 -0.615 -0.529
O 1.915 -0.011 1.455
O -1.817 1.622 -0.136
N 1.526 -0.106 0.261
N 2.211 -0.266 -0.771
C -2.361 -1.168 0.742
C -0.100 -0.127 -0.144
C -0.644 1.280 0.000
C -0.077 -0.411 -1.693
C -0.728 -1.297 0.676
C 0.379 2.314 0.353
H -0.554 -2.180 0.158
H -1.093 -0.238 -2.073
H -2.660 -0.978 -0.284
H 0.123 2.425 1.338
H 0.206 -1.524 -1.881
H 0.668 0.180 -2.307
H -2.714 -2.129 1.184
H 0.171 3.231 -0.223
H 1.466 2.052 0.211
H -0.469 -1.219 1.723
H -2.575 -0.274 1.441
H 3.685 -0.563 0.501
*
```

Computed properties:
HOMO-LUMO gap: 10.362 eV
ΔE to the lowest compared entry with this formula, charge and spin: 618.19 kJ/mol
lowest unoccupied orbital energy: 0.80 eV
SMILES string: CC[C@@](C)(C(C)=O)/[N+]([O-])=N/O